No. 1
The following is a quantum chemistry calculation of C8H15F2I as an isolated structure, from the OMol25 dataset.

Energy relative to the best compared isomer or geometry (same formula, charge and spin) in kcal per mole: 0.0
Spin multiplicity: 1
Calculated total energy in eV: -22073.0942
LUMO in eV: 0.52
Gap between HOMO and LUMO in eV: 9.80

Structure (XYZ):
```
26
Properties=species:S:1:pos:R:3:forces:R:3:lowdin_charge:R:1
C -1.0285 1.6082 -1.7219 -1.388 -1.988 -2.140 -0.102
C 0.9594 -2.5528 -0.8668 -1.366 -2.155 1.135 -0.082
C -0.5046 -1.6295 1.0431 -1.222 -1.586 0.281 -0.073
C 0.1436 1.6295 1.8316 0.361 0.708 1.708 -0.082
C -1.2081 1.4165 -0.2559 1.174 1.912 0.509 -0.200
C 0.1990 -1.3922 -0.2264 1.145 0.268 -1.427 -0.431
C 0.1835 1.4347 0.3395 0.441 -2.788 0.954 -0.475
C 1.1266 -0.1346 -0.2358 -3.519 0.804 4.215 -0.734
F 0.9483 2.4234 -0.1510 0.671 0.858 -0.979 0.027
F 1.4425 -0.0001 -1.4667 1.850 1.253 -3.041 0.008
I 2.8661 -0.3490 1.0517 -0.010 -0.041 -0.357 0.923
H -0.7190 2.5814 -2.0303 0.199 0.588 -0.163 0.071
H -2.0158 1.3525 -2.1416 0.166 0.663 -0.383 0.083
H -0.3810 0.8116 -2.2323 -0.646 1.362 1.068 0.102
H 1.6568 -3.0110 -0.2117 0.712 -0.195 1.218 0.045
H 0.4054 -3.4593 -1.2244 -0.487 1.035 0.476 0.103
H 1.5449 -2.3393 -1.6847 1.104 1.266 -1.996 0.045
H -1.4740 -2.1731 0.9926 0.423 0.527 -0.563 0.110
H 0.0341 -2.2557 1.7000 1.098 -0.574 0.865 0.068
H -0.6640 -0.7177 1.5304 -0.431 1.236 0.890 0.036
H 0.9875 1.1231 2.3184 -0.395 0.009 0.049 -0.007
H -0.8081 1.3664 2.3515 0.652 -0.183 -0.692 0.094
H 0.3044 2.7166 2.1062 -0.210 -1.000 -0.716 0.111
H -1.6113 0.4565 -0.1159 -0.770 -1.129 0.595 0.080
H -1.8795 2.1978 0.2829 1.102 -1.174 -1.101 0.162
H -0.5080 -1.1038 -0.9824 -0.654 0.323 -0.405 0.117
```
Positions in Å, forces in eV/Å.


No. 2
The following is a quantum chemistry calculation of a single C8H15F3O2 molecule, from the OMol25 dataset.

Spin multiplicity: 1
Calculated total energy in eV: -20785.9605
LUMO in eV: 0.86
Gap between HOMO and LUMO in eV: 10.58

Structure (XYZ):
```
28
Properties=species:S:1:pos:R:3:forces:R:3:lowdin_charge:R:1
C 1.5220 -2.7360 -0.2770 0.014 0.078 -0.047 -0.082
O 1.5121 -1.7876 -1.3400 -0.072 -0.023 -0.016 -0.129
C 1.4915 -0.4160 -1.0004 0.010 -0.028 -0.012 -0.281
C 0.0695 0.1252 -0.8403 -0.027 -0.055 0.019 -0.122
O -0.6791 -0.6723 0.0705 0.147 -0.025 0.110 -0.056
C -1.6819 -0.0297 0.7685 0.006 -0.100 -0.121 -0.372
F -1.1486 1.0150 1.5205 0.082 0.065 0.034 0.020
C -2.7748 0.5434 -0.1131 0.017 0.018 -0.038 -0.097
C -3.8056 1.3228 0.6668 -0.021 -0.007 -0.025 -0.195
F -4.3489 0.5075 1.6575 -0.060 -0.057 0.058 -0.052
C 2.4446 -0.0339 0.1289 -0.110 -0.073 -0.003 -0.328
C 2.8404 1.4299 0.1063 0.043 0.028 -0.003 -0.021
F 1.8605 -0.3175 1.3674 -0.050 -0.003 0.046 -0.010
H 0.7645 -2.5229 0.4712 -0.058 0.032 0.031 0.082
H 2.5026 -2.7770 0.2047 0.002 -0.011 0.025 0.084
H 1.3188 -3.7002 -0.7366 0.019 -0.017 -0.022 0.091
H 1.8879 0.0804 -1.8928 0.028 0.059 0.009 0.160
H -0.4130 0.1051 -1.8208 -0.015 -0.018 -0.020 0.134
H 0.1118 1.1571 -0.4855 0.015 0.020 -0.049 0.123
H -2.0650 -0.7660 1.4721 -0.053 0.039 0.041 0.163
H -2.3285 1.2026 -0.8615 -0.033 0.033 0.007 0.123
H -3.2527 -0.2850 -0.6376 0.008 -0.028 -0.028 0.134
H -3.3699 2.1905 1.1592 0.036 0.001 0.024 0.119
H -4.6257 1.6408 0.0233 -0.006 0.038 -0.026 0.118
H 3.3245 -0.6759 0.0567 0.073 0.040 0.009 0.145
H 2.0532 2.0665 -0.2969 -0.033 0.009 0.056 0.076
H 3.7367 1.5789 -0.4944 -0.008 -0.010 -0.060 0.085
H 3.0532 1.7543 1.1232 0.047 -0.007 0.003 0.088
```
Positions in Å, forces in eV/Å.


No. 3
The following is a quantum chemistry calculation of an isolated ion of composition C8H15IN and charge +1, from the OMol25 dataset.

Energy relative to the best compared isomer or geometry (same formula, charge and spin) in kcal per mole: 21.4
Charge: +1
Spin multiplicity: 1
Calculated total energy in eV: -18122.2948
LUMO in eV: -4.66
Gap between HOMO and LUMO in eV: 8.52

Structure (XYZ):
```
25
Properties=species:S:1:pos:R:3:forces:R:3:lowdin_charge:R:1
C 3.7764 -0.0722 0.2764 0.100 0.282 -0.534 -0.104
C 2.6270 0.2785 -0.7549 0.337 -1.007 0.129 -0.233
C 1.2423 -0.3930 -0.3867 -0.240 0.967 -0.436 -0.215
C 0.2206 0.6184 0.2424 0.819 -0.215 0.497 -0.234
C -1.1393 -0.0152 0.6874 -1.475 0.291 -0.856 -0.749
I -0.9894 -0.8744 2.6809 0.299 0.272 -0.137 0.984
C -2.3609 0.9852 0.6762 -1.589 0.560 1.019 -0.156
C -3.3702 0.5838 -0.4384 2.725 -0.771 1.066 0.088
N -3.0048 -0.6021 -0.8306 -0.967 0.916 0.441 0.096
C -1.7859 -1.1669 -0.1870 1.575 -0.047 -0.917 -0.157
H 3.3708 -0.4735 1.2344 0.358 0.486 -0.602 0.070
H 4.4163 0.8283 0.4491 -0.583 -0.778 0.141 0.075
H 4.4577 -0.8438 -0.1606 -0.648 0.510 0.437 0.076
H 2.5552 1.3779 -0.9097 -0.184 -0.736 0.181 0.105
H 2.9311 -0.1760 -1.7314 -0.248 0.619 0.694 0.104
H 1.4062 -1.2224 0.3372 -0.156 0.298 -0.720 0.107
H 0.8058 -0.7438 -1.3574 0.312 -0.132 0.930 0.101
H 0.1018 1.5013 -0.4322 -0.279 -0.754 0.335 0.127
H 0.6991 1.0173 1.1754 -0.482 -0.151 -0.778 0.107
H -2.9632 0.7635 1.6054 0.301 0.268 -0.716 0.097
H -2.1815 2.0786 0.7907 0.196 -0.796 -0.530 0.141
H -4.2218 1.1830 -0.8118 0.517 -0.702 0.138 0.169
H -3.5034 -1.1395 -1.5414 0.063 0.148 0.214 0.185
H -1.1430 -1.4283 -1.0607 -0.240 -0.085 0.850 0.129
H -1.9468 -2.0645 0.4473 -0.511 0.555 -0.846 0.088
```
Positions in Å, forces in eV/Å.


No. 4
The following is a quantum chemistry calculation of C8H15N as an isolated structure, from the OMol25 dataset.

Energy relative to the best compared isomer or geometry (same formula, charge and spin) in kcal per mole: 80.2
Spin multiplicity: 1
Calculated total energy in eV: -10025.8961
LUMO in eV: 1.00
Gap between HOMO and LUMO in eV: 9.11

Structure (XYZ):
```
24
Properties=species:S:1:pos:R:3:forces:R:3:lowdin_charge:R:1
C 0.3568 0.4686 0.3747 4.501 -2.057 -1.823 -0.500
C -0.4296 -0.6068 -0.1935 -5.558 1.483 0.688 -0.276
C 0.2532 1.8187 -0.3011 -0.143 -0.201 0.130 -0.053
C 0.4190 0.5537 1.8793 -0.122 -0.095 -0.159 -0.049
C -0.4678 -1.9830 0.4228 -0.116 -0.011 0.123 -0.062
C 1.8195 -0.3664 -0.2570 -0.756 2.419 1.735 -0.077
C -2.8258 0.3997 -0.6871 -0.036 0.083 -0.955 -0.155
C 2.2022 -0.4658 -1.5154 -0.228 0.132 -0.101 -0.016
N -2.0803 0.1020 0.2672 1.826 -1.888 -0.271 0.026
H -0.5153 -0.5933 -1.2825 0.268 0.056 0.177 0.112
H 2.4866 -0.6352 0.5540 0.170 -0.044 0.014 0.088
H -0.6050 2.3482 0.1119 -0.012 0.117 -0.004 0.082
H 1.1589 2.3963 -0.1193 -0.035 0.052 0.006 0.087
H 0.1031 1.7237 -1.3745 0.038 -0.016 -0.082 0.080
H 1.0876 1.3564 2.1867 0.023 0.010 0.045 0.086
H -0.5920 0.7607 2.2329 0.065 0.065 0.122 0.083
H 0.7542 -0.3773 2.3306 0.023 -0.059 0.047 0.078
H -1.2510 -2.0174 1.1783 -0.097 0.041 0.005 0.078
H 0.4516 -2.2675 0.9290 0.212 0.068 -0.135 0.073
H -0.6921 -2.7344 -0.3331 0.020 0.005 0.034 0.082
H -3.8673 0.7031 -0.5237 0.165 0.204 0.142 0.056
H -2.5143 0.3924 -1.7554 -0.102 -0.219 0.277 0.066
H 1.5309 -0.2453 -2.3358 0.005 0.270 -0.089 0.056
H 3.2169 -0.7310 -1.7888 -0.110 -0.416 0.073 0.056
```
Positions in Å, forces in eV/Å.


No. 5
The following is a quantum chemistry calculation of C8H15N2 as an isolated structure, from the OMol25 dataset.

Energy relative to the best compared isomer or geometry (same formula, charge and spin) in kcal per mole: 119.7
Charge: +1
Spin multiplicity: 1
Calculated total energy in eV: -11507.7901
LUMO in eV: -4.65
Gap between HOMO and LUMO in eV: 8.88

Structure (XYZ):
```
25
Properties=species:S:1:pos:R:3:forces:R:3:lowdin_charge:R:1
C 3.5067 -0.0760 -0.6317 1.413 -0.642 -0.741 -0.010
C 2.2807 1.3920 0.7070 -2.796 -2.582 -0.612 0.053
C 1.3177 -0.3685 0.2866 -0.614 3.767 0.191 0.068
C -2.5955 1.2055 0.3944 3.094 2.098 -1.884 -0.072
C -0.6844 -2.1389 0.3456 -0.144 0.559 -0.975 -0.027
C -2.2413 0.1308 -0.6910 -1.182 -2.018 1.781 -0.228
C -0.7730 -0.0118 -0.9040 0.536 0.831 0.262 -0.224
C -0.1596 -0.7203 0.3183 1.234 0.726 -1.224 -0.307
N 3.4630 1.0528 0.0124 0.946 0.043 1.274 -0.051
N 2.2453 -0.8323 -0.4305 2.486 -1.779 -1.355 0.079
H 1.8471 2.2126 0.1594 -0.975 0.152 0.249 0.106
H 2.2269 1.4504 1.7830 0.490 0.139 0.202 0.105
H -3.1602 2.0082 -0.0523 -0.418 0.230 -0.093 0.064
H -3.1128 0.8652 1.2369 -0.644 -0.728 1.156 0.048
H -1.6013 1.7938 0.7478 -2.076 -1.478 -0.589 0.122
H 0.0603 -2.7593 0.6827 1.792 -1.868 0.782 0.056
H -1.4215 -2.1411 1.1149 -0.888 -0.462 0.169 0.090
H -1.0373 -2.5162 -0.6385 0.065 0.386 0.763 0.122
H -2.5450 -0.8585 -0.1553 -0.145 1.494 -1.698 0.122
H -2.6439 0.1747 -1.7330 -0.530 0.385 1.274 0.136
H -0.5782 -0.6023 -1.7525 0.379 -0.733 -1.268 0.106
H -0.4119 0.9874 -1.0897 0.668 0.380 -0.010 0.116
H -0.6309 -0.1718 1.0640 -0.177 0.876 2.034 0.099
H 4.3093 1.7199 0.1538 -1.727 -1.867 -0.854 0.214
H 2.3398 -1.7960 -0.9282 -0.784 2.092 1.165 0.214
```
Positions in Å, forces in eV/Å.


No. 6
The following is a quantum chemistry calculation of a 2-piece molecular cluster, C8H15N2O3 overall, from the OMol25 dataset.

Energy relative to the best compared isomer or geometry (same formula, charge and spin) in kcal per mole: 137.5
Charge: +1
Spin multiplicity: 1
Calculated total energy in eV: -17650.6603
LUMO (alpha / beta) in eV: -3.77 / -3.77
Gap between HOMO and LUMO (alpha / beta) in eV: 7.95 / 7.95

Structure (XYZ):
```
28
Properties=species:S:1:pos:R:3:forces:R:3:lowdin_charge:R:1
C 2.4374 0.6584 -0.5364 -0.715 -2.388 2.455 -0.131
C 2.7306 -0.0189 0.8011 -1.483 -0.039 -0.013 -0.130
C 1.4827 1.6389 -0.3950 -2.976 5.223 0.306 0.001
C 3.9724 -0.1112 1.1993 -1.604 -2.661 3.233 0.050
C -0.9587 0.6814 -1.1278 -2.049 -0.295 2.258 -0.128
C -1.2463 -0.4538 -0.4423 1.192 0.860 0.469 -0.231
C -0.6108 -1.7761 -0.7789 -0.214 2.347 -1.797 -0.132
C -2.9670 0.2851 1.2347 0.105 2.847 1.030 -0.284
N 0.9078 2.6690 -0.2303 0.890 -2.829 -0.293 0.314
N -1.8958 -0.5162 0.7421 -0.298 -0.691 0.900 0.061
O -1.4885 1.8871 -0.7151 0.668 0.247 2.389 -0.033
O 0.5785 -1.5171 -1.5514 -1.033 -0.021 -0.006 -0.057
O -3.8887 0.4997 0.2020 -2.745 -0.248 -0.327 -0.059
H 3.3128 0.9593 -0.9412 2.717 1.591 -1.463 0.117
H 1.8302 -0.4432 1.3162 1.173 0.185 -0.450 0.130
H 4.2222 -0.7635 2.0780 -0.259 0.919 -0.822 0.103
H 4.7410 0.3752 0.7654 2.450 1.401 -1.642 0.037
H -0.5853 0.7676 -2.0530 1.594 -0.592 -3.242 0.094
H -1.3942 -2.3146 -1.3681 0.892 -0.297 0.783 0.166
H -0.1805 -2.1855 0.0782 -0.468 -1.417 1.782 0.109
H -3.2597 -0.1717 2.2110 -0.503 0.041 -0.984 0.140
H -2.7331 1.3709 1.4611 0.924 -1.266 0.409 0.128
H -0.1330 2.9277 -0.2634 0.790 -0.631 -0.027 0.147
H 2.0647 -0.1201 -1.1350 -0.813 -0.992 -1.201 0.102
H -1.6978 -1.3541 1.2892 -0.382 0.437 -0.391 0.147
H -1.9266 2.3916 -1.3662 -0.960 0.406 -1.510 0.107
H 0.4203 -2.1894 -2.1846 1.012 -0.831 -1.701 0.080
H -4.7018 1.0558 0.4546 2.095 -1.307 -0.143 0.150
```
Positions in Å, forces in eV/Å.


No. 7
The following is a quantum chemistry calculation of a single C8H15N3O4 molecule, from the OMol25 dataset.

Energy relative to the best compared isomer or geometry (same formula, charge and spin) in kcal per mole: 170.6
Spin multiplicity: 1
Calculated total energy in eV: -21194.1778
LUMO in eV: 0.48
Gap between HOMO and LUMO in eV: 9.95

Structure (XYZ):
```
30
Properties=species:S:1:pos:R:3:forces:R:3:lowdin_charge:R:1
C -2.5847 3.0806 -1.7795 -2.695 -0.072 -1.286 -0.108
C -1.5046 1.8608 -1.7178 -1.476 1.129 -1.952 -0.185
N -1.8427 0.6530 -0.7235 1.453 3.879 -2.810 0.123
C -0.6211 0.1573 -0.3529 3.033 -0.497 -2.593 -0.480
O 0.4040 0.1655 -1.1258 -3.653 -0.395 2.194 -0.002
C -0.5138 -0.4328 0.9775 2.518 -0.319 2.653 -0.359
N -1.7189 -0.1204 1.7801 -0.026 -0.387 3.995 -0.021
C 0.0734 -1.9297 1.0044 -3.251 0.128 1.742 -0.117
C 1.6409 -2.0946 1.1223 -1.799 5.088 -1.402 -0.120
C 2.1034 -3.4308 1.4342 0.670 2.245 -1.003 -0.696
N 3.2018 -3.8857 0.8868 6.253 -2.602 -2.180 0.149
O 1.4688 -4.0530 2.1835 -2.909 -3.614 3.651 0.104
C -0.2528 2.8148 -1.3026 3.913 -0.613 3.410 -0.169
O 0.5991 2.6334 -0.2642 -5.939 2.354 -7.270 -0.010
O -0.2703 4.0663 -2.2709 3.954 -2.268 4.284 -0.102
H -2.2714 4.1631 -2.2082 -0.593 -3.392 -0.059 0.112
H -2.6239 3.4343 -0.7758 -0.968 -0.139 1.298 0.030
H -3.7578 2.7297 -2.2214 3.708 1.031 1.516 0.150
H -1.5551 1.4133 -2.8285 1.186 1.079 2.660 0.177
H -2.6132 0.8396 -0.0787 0.981 -0.083 0.188 0.118
H 0.3921 0.0805 1.5010 -1.770 -0.070 -1.013 0.167
H -1.4036 0.1381 2.8710 -1.273 -1.190 -3.990 0.160
H -2.5080 -0.8518 1.8461 2.093 1.154 -0.226 0.105
H -0.3412 -2.1645 2.0446 0.423 -0.596 -1.519 0.112
H -0.6312 -2.4357 0.1905 2.354 0.122 1.580 0.161
H 2.0281 -1.2161 1.8118 -0.739 -2.144 -0.670 0.167
H 1.9012 -1.6565 0.1782 1.108 -0.326 -0.878 0.092
H 3.6705 -4.8129 1.1533 -1.938 1.783 0.017 0.153
H 3.9660 -3.3915 0.3624 -2.024 0.168 0.694 0.134
H 0.6085 4.5515 -1.9435 -2.593 -1.453 -1.031 0.156
```
Positions in Å, forces in eV/Å.


No. 8
The following is a quantum chemistry calculation of a 3-piece molecular cluster, C8H15NO6 overall, from the OMol25 dataset.

Energy relative to the best compared isomer or geometry (same formula, charge and spin) in kcal per mole: 0.0
Spin multiplicity: 1
Calculated total energy in eV: -22314.0368
LUMO in eV: 0.67
Gap between HOMO and LUMO in eV: 11.61

Structure (XYZ):
```
30
Properties=species:S:1:pos:R:3:forces:R:3:lowdin_charge:R:1
C -1.1821 -35.7955 -5.1077 -0.313 0.253 -0.036 -0.031
O -0.2200 -34.7358 -5.1629 -0.077 -0.048 0.090 0.009
C 1.0555 -35.1105 -5.1042 0.006 -0.129 -0.067 -0.619
O 1.4474 -36.2402 -4.9322 0.057 -0.022 0.072 0.093
O 1.8077 -34.0359 -5.2717 0.008 0.085 0.169 0.013
C 3.2264 -34.2268 -5.1987 0.049 0.163 -0.153 -0.037
H -0.8506 -36.6120 -4.4762 0.150 -0.073 -0.086 0.089
H -1.3945 -36.1270 -6.1233 0.094 -0.192 0.059 0.098
H -2.0895 -35.3660 -4.6889 0.065 0.093 -0.014 0.093
H 3.6000 -34.3872 -6.2088 0.080 -0.048 0.038 0.098
H 3.4909 -35.0557 -4.5543 -0.084 -0.109 -0.032 0.067
H 3.6310 -33.3108 -4.7812 -0.002 0.045 -0.045 0.093
C 4.0657 -35.2642 1.3082 -0.249 0.059 0.106 -0.046
O 4.7097 -34.7381 2.4722 -0.013 0.088 0.201 0.011
C 5.0283 -35.6106 3.4263 0.083 0.045 -0.185 -0.618
O 4.8429 -36.7979 3.3989 -0.051 -0.184 0.058 0.117
O 5.6057 -34.9421 4.4228 -0.092 0.204 -0.193 0.008
C 5.9948 -35.7384 5.5292 0.038 -0.285 0.592 -0.051
H 3.7278 -36.2813 1.4930 0.185 -0.063 -0.100 0.087
H 4.7636 -35.1963 0.4790 -0.014 -0.127 -0.069 0.089
H 3.1990 -34.6399 1.1037 0.103 0.124 -0.020 0.089
H 5.1632 -36.3279 5.9168 -0.048 0.054 -0.140 0.097
H 6.3194 -35.0448 6.3003 0.062 0.036 -0.089 0.094
H 6.8038 -36.4228 5.2764 0.016 0.073 -0.132 0.098
C 2.7136 -36.8519 -1.8558 0.185 -0.270 -0.109 -0.054
C 2.9449 -35.4163 -1.8745 -0.127 -0.326 0.158 -0.292
N 3.1442 -34.2890 -1.8679 0.046 0.391 -0.050 0.163
H 2.2186 -37.1523 -2.7776 -0.050 0.016 -0.024 0.065
H 2.1134 -37.1473 -0.9983 -0.075 0.116 0.016 0.085
H 3.6721 -37.3690 -1.7897 -0.033 0.027 -0.018 0.090
```
Positions in Å, forces in eV/Å.


Q: calculated total energy of number 6 (C8H15N2O3)?
A: -17650.6603 eV


Q: Which value of calculated total energy does entry 2 give?
A: -20785.9605 eV